1.
Below is 14 unconnected molecules or ions with the total composition C42H84O42 in a non-equilibrium geometry, with properties calculated with ωB97M-V/def2-TZVPD.

Last column: Mulliken charge in e.
Element x y z (Å)
C -6.791 3.917 0.238  -0.58
O -5.384 4.222 0.235  -0.37
C -4.538 3.178 0.264  0.57
O -4.869 1.963 0.303  -0.48
O -3.329 3.725 0.359  -0.43
C -2.176 3.023 0.668  0.44
H -7.469 4.705 -0.089  0.28
H -7.013 3.746 1.291  0.30
H -7.177 3.119 -0.397  0.19
H -2.217 2.621 1.680  0.16
H -1.300 3.657 0.531  0.01
H -2.048 2.169 0.002  -0.04
C -1.313 -7.878 -1.127  -0.75
O -0.805 -6.710 -0.503  -0.27
C -0.045 -5.770 -1.156  0.81
O 0.217 -5.673 -2.381  -0.65
O 0.450 -4.947 -0.254  -0.30
C 1.139 -3.785 -0.612  0.40
H -2.281 -7.666 -1.582  0.27
H -1.381 -8.764 -0.497  0.29
H -0.688 -8.239 -1.944  0.32
H 1.372 -3.053 0.161  -0.39
H 0.612 -3.292 -1.428  -0.18
H 2.045 -4.044 -1.159  0.52
C 3.516 -0.897 -1.711  0.16
O 3.389 0.171 -0.847  0.65
C 4.337 0.405 0.082  -0.16
O 4.182 1.256 0.974  -0.37
O 5.444 -0.450 0.014  -0.37
C 6.502 -0.251 0.996  -0.39
H 4.504 -0.996 -2.160  0.41
H 2.700 -0.937 -2.432  -0.30
H 3.408 -1.790 -1.096  -0.15
H 5.999 -0.450 1.943  -0.02
H 6.876 0.754 1.189  0.30
H 7.357 -0.927 1.013  0.26
C 0.953 1.525 1.986  0.02
O -0.024 0.711 1.322  0.11
C 0.152 -0.600 1.184  0.29
O 1.147 -1.242 1.601  -0.74
O -0.887 -1.225 0.551  0.57
C -2.066 -0.567 0.221  0.17
H 1.638 1.810 1.188  -0.68
H 1.582 1.045 2.737  0.39
H 0.384 2.368 2.378  0.02
H -2.186 0.315 0.851  -0.06
H -2.931 -1.202 0.414  -0.11
H -2.128 -0.242 -0.817  -0.19
C -2.090 -4.692 2.777  -0.27
O -1.463 -3.553 3.384  -0.28
C -2.154 -2.442 3.661  0.85
O -3.262 -2.211 3.296  -0.62
O -1.386 -1.677 4.371  -0.37
C -1.602 -0.261 4.385  -0.45
H -3.043 -4.937 3.246  0.36
H -1.469 -5.587 2.743  0.25
H -2.333 -4.479 1.736  -0.09
H -2.178 0.118 3.541  0.15
H -0.636 0.231 4.508  0.07
H -2.167 0.101 5.244  0.48
C 8.621 -0.941 5.454  -0.73
O 7.435 -0.345 4.850  -0.26
C 6.305 -0.431 5.535  0.80
O 6.211 -0.840 6.691  -0.62
O 5.410 0.225 4.804  -0.20
C 4.068 0.486 5.246  -0.34
H 8.699 -0.699 6.514  0.31
H 9.528 -0.740 4.884  0.24
H 8.408 -2.010 5.457  0.27
H 3.566 -0.423 5.578  0.42
H 3.443 0.969 4.495  -0.30
H 4.129 1.223 6.046  0.43
C 3.171 4.058 0.718  -0.29
O 2.091 4.527 1.507  -0.08
C 1.388 5.599 0.893  0.70
O 1.467 6.179 -0.248  -0.65
O 0.544 5.968 1.825  -0.12
C -0.238 7.156 1.702  -0.82
H 3.576 4.706 -0.060  0.42
H 2.820 3.205 0.137  -0.28
H 3.926 3.669 1.400  0.27
H -0.648 7.497 2.653  0.25
H -1.086 7.089 1.020  0.32
H 0.393 7.964 1.331  0.34
C 3.868 -2.743 2.261  -0.07
O 5.156 -3.215 2.586  -0.35
C 5.534 -3.473 3.866  0.74
O 4.782 -3.486 4.845  -0.60
O 6.869 -3.602 4.014  -0.32
C 7.784 -3.640 2.940  -0.57
H 3.995 -1.694 2.528  -0.14
H 3.115 -3.227 2.883  0.52
H 3.615 -2.807 1.203  0.01
H 7.532 -4.416 2.218  0.36
H 8.793 -3.864 3.287  0.32
H 8.033 -2.661 2.532  0.09
C 2.048 0.535 -7.242  -0.86
O 1.081 0.350 -6.253  -0.14
C 1.275 -0.489 -5.208  0.48
O 2.268 -1.145 -5.002  -0.60
O 0.114 -0.524 -4.523  0.03
C 0.032 -1.291 -3.353  -0.66
H 1.851 -0.276 -7.943  0.35
H 3.052 0.318 -6.876  0.29
H 2.098 1.538 -7.665  0.27
H -0.941 -1.224 -2.868  0.17
H 0.817 -0.939 -2.683  -0.31
H 0.294 -2.348 -3.407  0.78
C -2.083 2.410 -6.945  -0.53
O -3.140 1.739 -6.214  -0.35
C -3.417 1.951 -4.853  0.88
O -2.774 2.723 -4.117  -0.62
O -4.461 1.210 -4.413  -0.38
C -4.950 1.241 -3.133  0.00
H -2.146 2.062 -7.976  0.25
H -1.066 2.147 -6.653  0.16
H -2.205 3.493 -6.979  0.33
H -5.346 2.179 -2.744  0.38
H -4.269 0.792 -2.410  -0.28
H -5.876 0.670 -3.067  0.18
C 1.504 3.239 5.050  -0.34
O 0.118 2.812 5.223  -0.27
C -0.911 3.618 5.090  0.95
O -0.796 4.821 4.738  -0.64
O -2.019 3.008 5.425  -0.28
C -3.236 3.725 5.274  -0.79
H 2.013 3.112 6.006  0.33
H 1.599 4.262 4.688  0.34
H 2.006 2.683 4.257  -0.17
H -4.048 3.043 5.022  0.29
H -3.234 4.422 4.436  0.34
H -3.441 4.316 6.167  0.30
C 0.783 2.661 -2.378  -0.54
O 2.135 2.208 -2.548  0.51
C 2.777 2.599 -3.657  0.50
O 2.358 3.223 -4.629  -0.65
O 3.990 2.198 -3.474  -0.08
C 4.987 2.465 -4.418  -0.79
H 0.597 3.695 -2.669  0.45
H 0.518 2.491 -1.335  -0.28
H 0.122 1.935 -2.851  0.17
H 5.975 2.244 -4.014  0.23
H 5.003 3.535 -4.626  0.33
H 4.833 1.962 -5.373  0.22
C -2.599 -2.295 -5.336  -0.60
O -2.739 -3.325 -4.403  -0.38
C -3.202 -3.104 -3.149  0.51
O -3.310 -2.003 -2.573  0.09
O -3.344 -4.290 -2.600  -0.46
C -3.571 -4.400 -1.240  -0.33
H -1.634 -2.392 -5.835  0.23
H -2.724 -1.275 -4.972  0.22
H -3.333 -2.452 -6.127  0.36
H -3.782 -5.466 -1.160  0.20
H -4.495 -3.883 -0.979  0.31
H -2.703 -4.182 -0.618  -0.05
C -5.949 -1.071 -0.420  -0.40
O -6.954 -1.822 -1.036  -0.40
C -7.993 -1.308 -1.606  0.87
O -8.235 -0.098 -1.722  -0.62
O -8.719 -2.329 -1.956  -0.32
C -9.960 -1.970 -2.673  -0.72
H -5.216 -0.733 -1.152  -0.18
H -5.428 -1.703 0.300  0.24
H -6.381 -0.214 0.096  0.56
H -10.693 -1.928 -1.868  0.30
H -10.248 -2.812 -3.304  0.27
H -10.048 -1.031 -3.219  0.33

Its LUMO energy is 0.5 eV. As for the HOMO energy: -10.47 eV. The total energy comes out at -130905.4846 eV. The total charge is 0. Its multiplicity is 1. The gap between HOMO and LUMO is 0.40441 Ha.

---

2.
Below is 7 unconnected molecules or ions with the total composition C42H85N4O10 in a non-equilibrium geometry, with properties calculated with ωB97M-V/def2-TZVPD.

Last column: Mulliken charge in e.
Element x y z (Å)
C 0.595 0.943 0.047  0.86
C 1.968 1.445 -0.489  0.33
O 2.618 2.163 0.181  -0.66
O 2.400 0.899 -1.540  -0.86
H -0.099 1.714 0.380  -0.81
H 0.843 0.356 0.931  -0.17
H 0.044 0.269 -0.609  0.18
C 7.330 1.855 2.159  -0.91
C 6.167 2.813 1.741  0.52
O 5.514 2.479 0.765  -0.57
O 5.946 3.852 2.434  -0.78
H 7.906 1.428 1.338  0.27
H 6.942 0.948 2.624  0.17
H 8.014 2.282 2.892  0.30
C -1.215 4.561 0.220  -0.35
C 0.118 5.081 0.588  0.51
O 0.341 5.075 1.823  -0.70
O 1.086 5.218 -0.217  -0.67
H -1.268 3.498 0.454  -0.45
H -1.428 4.481 -0.845  0.27
H -2.035 5.087 0.709  0.41
C -1.704 -4.489 1.010  -2.05
C -2.620 -3.295 0.769  1.98
C -2.683 -3.286 -0.789  -1.46
C -3.704 -2.154 -1.238  -0.64
C -5.035 -2.462 -0.662  -1.48
C -5.041 -2.570 0.832  2.15
N -4.043 -3.554 1.238  0.22
O -4.092 -3.903 2.500  -0.52
C -5.023 -1.111 1.433  -1.91
C -6.456 -3.131 1.181  -2.10
C -2.042 -1.943 1.318  -1.00
H -0.756 -4.350 0.491  0.08
H -2.046 -5.412 0.541  0.49
H -1.521 -4.717 2.060  0.36
H -1.685 -3.143 -1.203  0.29
H -3.025 -4.247 -1.172  0.56
H -3.954 -2.224 -2.297  0.42
H -3.234 -1.203 -0.987  0.33
H -5.570 -3.350 -0.999  0.45
H -5.674 -1.611 -0.898  0.35
H -6.056 -0.771 1.505  0.58
H -4.734 -1.070 2.483  0.26
H -4.554 -0.311 0.861  0.32
H -6.676 -3.126 2.249  0.35
H -7.209 -2.551 0.647  0.41
H -6.486 -4.170 0.853  0.59
H -2.668 -1.118 0.979  -0.30
H -1.117 -1.563 0.884  0.34
H -2.033 -1.917 2.408  0.46
H -3.683 -3.132 2.899  0.48
C 2.330 -4.085 1.046  -1.36
C 3.147 -3.104 0.220  1.96
C 4.634 -3.517 0.454  -1.77
C 5.268 -4.709 -0.386  -0.72
C 4.954 -4.402 -1.854  -1.33
C 3.437 -4.136 -2.138  1.63
N 2.901 -3.097 -1.222  0.76
O 1.582 -2.784 -1.532  -0.25
C 3.429 -3.553 -3.582  -2.28
C 2.723 -5.516 -2.013  -1.76
C 3.083 -1.698 0.836  -1.44
H 2.743 -5.090 1.135  0.30
H 1.314 -4.298 0.715  -0.27
H 2.117 -3.744 2.059  0.50
H 5.305 -2.678 0.274  0.55
H 4.729 -3.792 1.504  0.38
H 4.829 -5.621 0.020  0.33
H 6.356 -4.696 -0.320  0.43
H 5.382 -5.146 -2.527  0.48
H 5.485 -3.487 -2.115  0.40
H 3.781 -4.299 -4.295  0.48
H 2.407 -3.478 -3.956  0.41
H 3.835 -2.546 -3.678  0.46
H 3.230 -6.312 -2.558  0.41
H 2.724 -5.949 -1.013  0.35
H 1.655 -5.381 -2.186  0.34
H 3.961 -1.120 0.549  0.57
H 3.160 -1.920 1.901  0.67
H 2.223 -1.074 0.593  -0.47
H 1.633 -1.830 -1.436  0.30
C 1.069 3.861 -6.061  -1.88
C 1.633 3.421 -4.666  1.59
C 0.382 2.857 -3.889  -1.01
C -0.287 1.570 -4.498  -0.94
C 0.771 0.563 -4.609  -0.44
C 2.121 0.948 -5.254  1.68
N 2.539 2.226 -4.720  0.69
O 3.838 2.671 -5.060  -0.53
C 3.129 -0.105 -4.694  -1.84
C 1.956 0.882 -6.820  -1.67
C 2.288 4.646 -3.951  -1.79
H 0.213 3.263 -6.372  0.33
H 1.722 3.791 -6.931  0.30
H 0.879 4.928 -5.943  0.48
H 0.542 2.889 -2.811  0.21
H -0.498 3.490 -4.006  0.41
H -0.883 1.905 -5.346  0.39
H -0.946 1.178 -3.723  0.36
H 0.269 -0.218 -5.180  0.50
H 1.032 0.175 -3.624  -0.27
H 3.175 -0.192 -3.609  0.23
H 2.973 -1.135 -5.017  0.39
H 4.095 0.182 -5.109  0.40
H 1.994 1.829 -7.358  0.16
H 2.510 0.022 -7.194  0.48
H 0.957 0.512 -7.054  0.37
H 1.483 5.304 -3.624  0.46
H 2.936 5.293 -4.542  0.33
H 2.964 4.311 -3.165  0.42
H 3.853 2.806 -6.010  0.33
C -0.902 0.696 4.270  -1.44
C -2.221 1.465 4.170  2.01
C -3.206 0.743 5.101  -1.43
C -4.489 1.433 5.591  -0.77
C -4.190 2.828 6.070  -1.49
C -3.275 3.651 5.179  1.61
N -2.130 2.832 4.791  0.16
O -1.070 3.604 4.499  -0.40
C -4.182 4.093 4.095  -1.64
C -2.868 4.831 6.075  -1.90
C -2.743 1.481 2.720  -0.06
H -1.141 -0.255 4.746  0.32
H -0.178 1.308 4.808  0.44
H -0.409 0.443 3.332  -0.04
H -3.382 -0.196 4.575  0.19
H -2.630 0.397 5.959  0.60
H -4.967 0.993 6.467  0.39
H -5.292 1.424 4.854  0.31
H -4.009 2.788 7.145  0.47
H -5.152 3.329 6.171  0.45
H -3.661 4.537 3.247  0.17
H -4.902 3.326 3.811  0.35
H -4.776 4.921 4.482  0.52
H -2.252 4.446 6.888  0.47
H -2.095 5.488 5.676  0.41
H -3.623 5.438 6.572  0.37
H -2.604 2.438 2.217  -0.20
H -3.825 1.385 2.629  0.03
H -2.286 0.735 2.069  -0.34
H -1.268 4.020 3.657  0.35

Its LUMO energy is 4.8 eV. As for the HOMO energy: 1.13 eV. The total energy comes out at -71355.8160 eV. The total charge is -3. Its multiplicity is 1. The gap between HOMO and LUMO is 0.13354 Ha.